# 1
Molecular formula: C50H47F7N4
Method: DFT, the ωB97M-V functional and the def2-TZVPD basis

Geometry as XYZ:
```
108
Properties=species:S:1:pos:R:3:mulliken_charge:R:1
C 4.708 3.101 2.407 -0.623
C -3.730 1.380 -2.034 -0.552
F 0.972 -2.100 2.142 -0.254
H 1.606 3.876 1.161 0.387
C 4.094 -1.511 -2.780 -0.285
H 0.833 -6.592 1.818 0.421
H 1.650 5.900 -2.642 0.385
H -5.287 0.637 -3.303 0.452
H -0.099 -4.351 2.612 0.086
N -2.157 -4.411 4.634 -0.489
H -7.423 2.745 2.259 0.384
C -5.359 3.006 1.784 -0.492
H 0.480 -2.545 -2.624 0.040
C -3.343 0.583 -4.254 -0.492
C 6.331 0.119 -2.808 -0.338
H -2.892 -1.466 3.526 0.534
C -4.077 1.018 1.641 0.885
N 1.303 1.466 4.465 -0.434
H 7.407 -1.663 -2.151 0.407
C 0.200 1.747 4.315 0.353
C -1.650 -2.963 -0.502 -0.235
C 1.433 -3.267 1.634 0.552
C 0.907 -0.143 -0.206 -0.564
C -2.382 1.669 -1.874 0.142
H 3.211 -2.129 -2.677 0.188
H -0.221 1.424 0.437 -0.426
C 0.860 -4.442 2.115 -0.397
H 7.233 0.713 -2.763 0.419
C 4.784 2.417 0.074 -0.454
C -0.200 4.634 0.433 0.310
C -2.850 -2.269 -0.567 0.184
H -1.182 -1.621 3.454 -0.031
H 3.885 -4.507 -0.282 0.437
H -3.708 0.180 -5.190 0.400
H -2.066 2.133 -0.948 0.276
C 6.465 -1.224 -2.453 -0.541
H -2.888 -1.227 -0.870 0.333
C -0.915 5.287 -0.552 -0.384
H -1.984 5.406 -0.411 0.415
C 5.105 0.585 -3.262 -0.851
H 3.741 1.712 3.732 0.477
C 1.855 4.942 -0.739 -0.464
C -4.037 -2.898 -0.220 0.232
N 1.458 -0.690 -1.047 0.251
C 4.083 1.886 2.721 -0.529
C 3.785 1.010 1.708 -0.018
H -3.231 2.993 1.450 0.148
H 1.029 0.850 1.612 -0.360
H 5.659 4.196 0.786 0.387
C -2.151 -3.425 4.053 -0.058
H -0.719 -2.487 -0.773 0.529
H -5.023 -4.680 0.363 0.466
H -2.798 -5.951 0.528 0.376
C 5.317 -2.003 -2.370 0.509
N 1.705 -1.492 -5.258 -0.532
C -1.237 1.968 4.182 -0.239
C 0.266 0.560 0.891 1.676
H -0.465 -0.042 1.426 -0.520
C -2.105 -2.181 3.292 0.423
C -4.067 -4.233 0.124 -0.616
H 2.917 -2.301 0.440 0.382
H -7.269 0.244 2.247 0.411
C -1.517 1.353 -2.896 0.190
H -0.813 -2.806 -3.839 0.590
C -2.854 -4.916 0.214 -0.585
C -6.496 2.240 2.026 -0.846
C 1.130 5.571 -1.752 -0.615
H -5.424 4.085 1.739 0.417
H 4.947 3.788 3.205 0.443
C 5.084 3.332 1.097 -0.581
F -2.866 0.446 1.402 0.319
C 2.402 -5.663 0.734 -0.719
C 3.038 -4.469 0.392 -0.508
C -4.133 2.401 1.526 -0.423
F -0.192 1.551 -2.781 -0.366
F 5.427 -3.280 -1.979 -0.330
C -6.397 0.865 2.088 -0.530
C 1.316 -5.648 1.597 -0.371
H -1.799 1.052 4.344 0.170
H 2.912 4.806 -0.911 0.364
H -1.372 0.516 -4.927 0.563
H 4.083 0.417 -0.325 0.133
C 1.166 4.481 0.373 0.069
C -4.231 0.851 -3.212 -0.793
C 2.539 -3.244 0.814 -0.111
C -5.171 0.217 1.902 -0.579
C -0.248 5.758 -1.657 -0.629
H -0.582 -1.217 -3.112 -0.204
F -5.195 -2.226 -0.206 -0.373
C 4.164 1.235 0.383 0.530
C -1.984 0.796 -4.079 -0.265
H 2.771 -6.619 0.388 0.401
H -0.721 -4.827 -0.252 0.611
H -1.579 2.608 5.001 0.461
H -0.741 6.234 -2.493 0.390
H -2.149 -2.455 2.236 -0.381
H 2.992 0.120 -3.528 0.329
C 3.971 -0.198 -3.206 0.025
H 5.124 2.605 -0.935 0.426
C -0.068 -2.110 -3.459 0.144
F 3.148 -0.147 1.998 -0.164
H 5.096 1.612 -3.615 0.405
C 0.925 -1.755 -4.460 0.030
H -1.447 2.530 3.276 -0.250
H -4.451 1.654 -1.273 0.430
F -0.873 4.051 1.462 -0.262
H -5.035 -0.854 1.936 0.363
C -1.664 -4.311 -0.137 -0.994
```

Properties
HOMO: -8.978 eV
E: -2851.5267 hartree
Molecular weight: 836.94 g/mol
Net charge: 0
Energy relative to the best compared isomer or geometry (same formula, charge and spin): 0.0000 eV

---

# 2
Molecular formula: C50H47MnN8O4P2S2
Method: DFT, the ωB97M-V functional and the def2-TZVPD basis

Geometry as XYZ:
```
114
Properties=species:S:1:pos:R:3:lowdin_spin:R:1
H -4.198 -3.422 -2.819 0.000
H -1.932 -4.489 -0.300 0.000
C -6.847 3.436 -0.226 0.000
N 1.549 -7.771 0.553 0.000
N 1.569 1.888 -2.627 0.000
C 4.780 0.851 -1.449 -0.001
O 1.895 1.498 1.986 0.001
H 1.055 3.688 1.984 0.000
C 2.798 -3.129 -0.479 0.000
C 4.294 2.863 1.559 0.000
H -3.434 1.411 0.978 0.000
H 6.946 2.715 1.023 0.000
C 6.154 0.768 -1.603 0.000
C -1.152 1.391 2.359 -0.002
H -0.814 -0.608 3.054 0.000
H -4.875 3.174 0.530 0.000
C -2.763 1.706 0.166 -0.001
C -5.563 2.917 -0.263 0.000
H -2.812 -0.967 1.942 0.000
C -7.379 2.300 -2.269 0.000
C -2.258 -1.455 1.153 0.000
H -0.933 -0.019 5.424 0.000
C 2.713 2.292 -3.204 -0.001
H -1.285 2.338 6.111 0.000
C 0.660 -5.674 1.215 0.000
N 2.744 -5.808 0.099 0.000
H -0.714 1.489 -1.882 0.001
H 2.094 1.698 -6.454 0.000
C 2.823 1.322 2.778 0.000
C 1.424 4.706 -1.020 0.002
C 2.713 0.397 3.960 0.000
H 0.709 6.313 1.950 0.000
C 2.942 2.262 -4.559 -0.001
H 3.151 -0.566 3.703 0.000
C -1.243 2.075 5.065 -0.001
H 4.752 1.740 3.291 0.000
H -5.806 1.126 -3.118 0.000
H 1.071 -0.595 1.735 0.001
H 4.127 0.391 -2.176 0.000
H 8.039 1.419 -0.798 0.000
C 2.565 -7.099 0.069 0.000
C -5.330 -2.951 -1.065 0.000
C -1.388 3.054 4.094 0.000
H -5.791 -3.927 -1.003 0.000
H 0.735 -2.984 2.192 0.000
H -1.535 4.084 4.383 0.000
H 1.624 4.517 -2.056 0.000
C -2.443 -2.807 0.923 0.000
H -8.754 3.541 -1.189 0.000
H 1.665 0.247 4.206 0.000
C 2.883 -1.768 -0.679 0.001
C 1.529 -1.340 1.098 0.001
C 0.735 1.402 -4.834 0.000
P -1.046 1.059 0.556 -0.005
C -0.986 0.420 3.339 -0.001
H 4.924 3.674 1.929 0.000
H -7.136 4.081 0.592 0.000
H -0.068 -0.785 -1.344 0.002
S 1.115 6.301 -0.467 0.000
C -1.378 -0.730 0.357 0.001
H -1.455 1.150 -3.407 0.000
H -0.239 -7.620 1.544 0.000
O 3.292 -8.950 -1.579 0.000
H 3.344 3.264 1.197 0.000
C -6.099 1.780 -2.306 0.000
O 4.759 -7.009 -1.341 0.000
C 0.934 5.673 1.120 0.000
C 6.356 2.151 0.316 0.000
C -1.781 -3.435 -0.120 0.000
H -0.076 1.036 -5.443 0.000
C -7.756 3.130 -1.224 0.000
C 1.970 -3.618 0.534 0.000
C -4.435 -2.668 -2.082 0.000
H 3.349 -3.825 -1.095 0.000
C 1.115 4.329 1.120 0.000
C -3.855 -1.412 -2.166 0.000
H 3.483 -1.390 -1.492 0.000
C 1.350 -2.684 1.359 0.000
C -5.645 -1.976 -0.131 0.000
H -0.133 -5.088 1.651 0.000
N 4.182 1.510 -0.456 -0.005
H -5.352 0.045 0.492 0.000
C 6.964 1.440 -0.704 0.000
H -0.440 -3.189 -1.772 0.000
N -0.618 1.238 -2.857 0.001
P -3.529 1.277 -1.490 0.000
H 3.237 0.796 4.825 0.000
O 4.512 -8.563 0.542 0.000
C -1.352 2.713 2.755 -0.001
C -0.738 -1.361 -0.707 0.002
C -0.939 -2.708 -0.945 0.000
S 3.982 -8.040 -0.700 0.000
C -4.169 -0.430 -1.234 0.000
C -1.045 0.759 4.682 0.000
N 1.393 3.786 -0.102 -0.007
N 2.246 -0.865 0.076 0.000
C 1.934 1.769 -5.390 0.001
Mn 1.645 1.402 -0.304 1.008
C -5.180 2.073 -1.298 0.000
H 6.575 0.198 -2.416 0.000
H 3.887 2.593 -4.957 0.000
H -3.134 -3.367 1.536 0.000
H -1.462 3.487 2.008 0.000
H -6.352 -2.189 0.659 0.000
N 3.995 1.972 2.666 0.000
H -2.686 2.798 0.161 0.000
C 0.599 -7.062 1.143 0.000
H -3.163 -1.191 -2.968 0.000
H 3.465 2.682 -2.529 0.000
C 4.969 2.141 0.419 0.000
H -8.085 2.059 -3.052 0.000
C 0.564 1.515 -3.442 0.003
C 1.782 -5.067 0.651 0.000
C -5.075 -0.721 -0.219 0.000
```

Properties
Multiplicity: 2
HOMO (alpha / beta): -8.496 / -8.496 eV
E: -5302.3990 hartree
Molecular weight: 1005.00 g/mol
⟨S²⟩: 1.2256
Net charge: +1

---

# 3
Molecular formula: C50H48ClEuIN12OPS3
Method: DFT, the ωB97M-V functional and the def2-TZVPD basis

Geometry as XYZ:
```
118
Properties=species:S:1:pos:R:3:lowdin_spin:R:1
O -1.577 0.084 -1.177 -0.005
C 1.598 -1.021 3.407 0.000
C -1.729 -3.042 -3.963 0.000
N -0.234 -1.468 -1.902 0.000
N 0.855 0.125 5.110 0.000
H 5.664 -0.569 -4.788 0.000
H 1.355 0.239 7.115 0.000
C 1.555 -4.012 1.502 0.000
C 2.593 -4.535 2.256 0.000
H 1.412 -0.629 -5.183 0.000
C -5.268 -4.547 1.906 0.000
Cl 2.250 -1.239 0.113 -0.011
N -0.998 -4.186 -0.512 0.000
H -0.385 0.102 6.789 0.000
H 1.762 -3.434 0.613 0.000
H -0.328 -3.932 -7.443 0.000
H 0.787 -5.856 4.789 0.000
H -2.598 -5.539 -1.949 0.000
C -0.618 -5.632 -2.723 0.000
C 1.408 -7.789 0.701 0.000
H -4.816 1.931 2.082 0.000
H 2.986 5.305 1.845 0.000
C 1.234 -5.843 -0.674 0.000
H 0.946 -8.557 1.301 0.000
N -1.052 -0.437 -2.204 0.001
C -1.698 2.011 2.790 0.000
H -2.725 2.904 5.081 0.000
C 2.311 -5.200 3.438 0.000
P -0.315 2.375 3.928 0.000
H 5.491 -1.845 -2.677 0.000
H 2.089 -1.726 2.766 0.000
H 1.503 6.167 3.746 0.000
C 3.379 -6.781 -0.249 0.000
C 0.242 -6.120 -3.694 0.000
C -4.295 -5.525 1.773 0.000
N 1.106 -3.600 -2.109 0.000
H 3.615 0.019 -6.042 0.000
H 1.201 -3.116 -5.673 0.000
C 2.785 -7.757 0.537 0.000
H 4.450 -6.776 -0.381 0.000
H 3.611 -4.391 1.927 0.000
H 2.054 4.902 4.865 0.000
H -0.824 -0.426 -4.255 0.000
C -3.530 2.603 4.413 0.000
N -0.793 -1.851 0.868 -0.010
C -0.260 -6.940 -4.690 0.000
H -3.509 -7.018 -3.746 0.000
C -1.965 -5.941 -2.725 0.000
C 2.602 -5.813 -0.867 0.000
H -2.099 -2.804 -2.975 0.000
H 0.326 5.054 4.476 0.000
S 0.127 -4.654 -1.418 0.000
H 3.038 -5.036 -1.474 0.000
H -1.997 -7.913 -5.469 0.000
C -0.045 -4.827 3.109 0.000
C -4.930 -3.206 1.801 0.000
C -1.290 -0.001 -3.390 -0.001
C 0.145 -3.222 -5.481 0.000
C -2.579 -3.501 -4.955 0.000
H -0.450 -6.828 0.181 0.000
N -1.604 1.615 1.527 -0.008
H 3.395 -8.506 1.019 0.000
C -2.462 -6.759 -3.728 0.000
C -0.377 -2.892 -4.242 0.000
H -1.068 -4.942 3.437 0.000
C 3.548 -0.550 -5.129 0.000
I 1.335 1.653 -1.956 -0.016
C 1.551 -0.992 4.772 0.000
C 3.370 -2.017 -2.773 0.000
N 0.935 0.049 2.905 -0.006
C 0.849 3.089 2.717 0.000
H -2.215 -5.921 1.414 0.000
H -4.204 3.449 4.265 0.000
C -2.657 -3.827 1.411 -0.001
N 1.498 4.258 2.952 0.000
C 0.625 -6.829 0.086 0.000
C 2.202 3.373 1.086 0.000
C -2.070 -3.815 -6.206 0.000
C 2.302 -0.930 -4.655 0.000
H -1.131 -2.676 4.327 0.000
H -3.317 -1.811 1.436 0.000
N 1.262 2.531 1.584 -0.004
H -1.919 0.866 -3.477 0.000
H 3.118 -5.591 4.038 0.000
C -1.521 -1.083 2.940 0.000
C -3.619 -2.843 1.542 0.000
H 3.269 -2.542 -1.839 0.000
C -2.878 1.527 1.069 0.000
H 1.970 -1.647 5.507 0.000
H -5.686 -2.446 1.907 0.000
C 1.337 5.141 4.074 0.000
H -4.089 1.787 4.877 0.000
C -2.979 -5.167 1.523 0.000
H 2.724 3.175 0.173 0.000
N -2.994 2.184 3.148 0.000
C 2.235 -1.672 -3.487 0.000
C 0.999 -5.349 3.860 0.000
C -0.715 -3.685 -6.467 0.000
S 0.657 -2.296 -2.874 0.000
C 0.247 -4.168 1.929 0.000
H -3.090 1.240 0.059 0.000
H 0.463 1.634 6.487 0.000
H -2.737 -4.159 -6.980 0.000
C 4.605 -1.606 -3.246 0.000
C 4.697 -0.885 -4.426 0.000
H -4.563 -6.567 1.861 0.000
C -1.610 -7.261 -4.700 0.000
H -3.634 -3.600 -4.752 0.000
C -3.748 1.874 2.063 0.000
H 1.288 -5.855 -3.659 0.000
S -0.995 -3.287 0.942 0.000
H 0.400 -7.338 -5.447 0.000
H -6.293 -4.834 2.083 0.000
C 0.491 0.729 3.954 0.000
Eu 0.201 0.279 0.465 6.058
C 0.552 0.548 6.448 0.000
C 2.355 4.446 1.919 0.000
N -1.390 -1.881 3.783 0.000
```

Properties
Multiplicity: 7
HOMO (alpha / beta): -11.442 / -11.460 eV
E: -5669.8796 hartree
Molecular weight: 1274.51 g/mol
⟨S²⟩: 12.0102
Net charge: +2

---

# 4
Molecular formula: C50H48F2N5NiOP2
Method: DFT, the ωB97M-V functional and the def2-TZVPD basis

Geometry as XYZ:
```
109
Properties=species:S:1:pos:R:3:lowdin_spin:R:1
H 1.091 0.515 1.810 0.001
C -3.421 -2.872 3.682 0.000
C -2.329 -3.002 2.706 0.000
H 0.139 5.962 0.307 0.000
H 5.834 -0.798 -3.213 0.000
H -1.437 -6.135 -1.342 0.000
C 0.049 -1.277 4.757 0.000
C -2.087 -0.768 1.256 0.004
N 0.240 -0.440 -4.878 0.000
H -1.286 -4.425 1.475 0.000
H 0.626 -5.533 -0.001 0.000
H 5.288 -1.634 -5.433 0.000
H 0.222 3.514 4.798 0.000
C 0.741 -1.758 -4.480 0.000
H -3.483 -1.975 4.410 0.000
C 0.344 5.070 -0.234 0.000
H -0.612 2.627 -3.985 0.000
C 2.290 5.713 -1.697 0.000
C 0.026 3.005 3.832 0.001
P -1.103 0.414 0.273 0.039
C 4.161 -2.019 1.263 0.003
H -2.721 -4.103 -2.317 0.000
C -1.814 2.281 -1.458 0.004
C 2.208 -1.586 -4.090 0.002
H 2.474 6.463 -1.019 0.000
C 3.763 -0.906 -2.576 0.001
C -0.681 1.630 1.488 0.005
C -1.080 -5.079 -1.251 -0.002
C -3.033 -5.268 2.372 0.000
H -5.058 -3.877 4.651 0.000
C -1.151 -2.804 -1.828 0.004
H -0.790 2.494 -1.283 0.000
C -2.172 -4.252 2.125 0.000
C 3.106 4.448 -1.382 0.000
C -0.160 0.493 -3.957 0.002
C -1.094 3.433 3.089 0.000
H -0.124 1.972 -5.449 0.000
C 0.793 5.385 -1.658 0.000
H 4.167 4.665 -1.106 0.000
H -1.498 -1.965 -2.430 0.001
C 2.060 2.431 -0.587 0.002
H 3.995 -0.486 -1.619 0.000
C 0.103 -4.798 -0.490 0.001
H 0.449 -2.422 -5.313 0.000
C 0.777 1.947 3.360 0.000
H 3.397 -0.118 0.821 0.002
H -2.750 -6.224 1.862 0.000
C 1.989 -1.565 0.241 0.089
C 1.785 -3.008 0.236 0.012
C 2.751 -3.806 0.794 0.003
H -2.254 3.861 -2.744 0.000
N 2.401 3.663 -0.319 -0.001
C -4.186 -5.095 3.141 0.000
H 1.536 1.560 4.032 0.000
C 3.985 -3.381 1.297 -0.005
H 0.757 -2.030 4.359 0.000
C -1.901 0.045 4.430 0.000
P -1.046 -1.774 2.397 0.001
C -3.548 0.562 -1.310 0.005
C -2.653 2.999 -2.320 -0.001
C -1.027 -0.929 3.978 0.000
H -2.380 1.546 6.008 0.000
C -3.931 2.483 -2.746 0.005
C 4.532 -1.541 -4.698 -0.001
C -4.342 1.239 -2.241 0.000
H -2.774 0.368 3.794 0.000
C 0.469 1.338 2.185 0.001
C -0.739 1.767 -4.606 0.001
H 4.747 -4.106 1.637 0.000
O -0.107 0.326 -2.746 0.016
C -1.706 0.737 5.617 0.000
C -4.281 -3.947 3.902 0.000
H 2.816 -2.112 -5.992 0.000
H 1.026 -0.915 6.607 0.000
C 0.242 -0.588 5.962 0.000
H -2.329 3.087 1.439 0.000
N -0.040 -2.544 -1.213 0.047
N 2.469 -1.113 -2.836 0.034
H 0.166 -2.013 -3.611 0.000
H -3.014 -0.329 1.696 0.002
H 0.582 4.435 -2.265 0.000
Ni 0.967 -0.630 -1.098 1.657
H -1.665 4.246 3.454 0.000
N 1.851 1.319 -0.857 0.036
C 3.193 -1.767 -5.049 0.002
C -1.737 -4.042 -1.863 0.001
H -5.217 0.698 -2.583 0.000
H 2.579 6.083 -2.657 0.000
C 0.581 -3.500 -0.506 0.004
H -0.413 0.825 7.316 0.000
C -1.398 2.718 1.932 0.002
H 2.134 5.070 1.130 0.000
H -1.803 1.664 -4.824 0.000
C -0.581 0.389 6.361 0.000
H -0.634 4.547 -0.285 0.000
H -2.457 -1.520 0.576 0.000
C 3.179 -1.123 0.773 0.014
H 3.168 3.829 -2.255 0.000
F 2.541 -5.132 0.793 0.002
H 0.281 6.201 -2.125 0.000
H -3.928 -0.386 -0.875 0.000
H -4.898 -5.905 3.330 0.000
C 4.797 -1.131 -3.441 0.001
H -4.516 2.993 -3.457 0.000
H 0.958 3.718 1.221 0.000
H 0.125 -0.283 -5.869 0.000
C -2.273 1.129 -0.895 0.005
F 5.259 -1.551 1.834 0.002
C 1.451 4.380 0.552 0.000
```

Properties
Multiplicity: 3
HOMO (alpha / beta): -9.778 / -10.125 eV
E: -4673.6709 hartree
Molecular weight: 893.61 g/mol
⟨S²⟩: 2.0071
Net charge: +1
Energy relative to the best compared isomer or geometry (same formula, charge and spin): 2.4551 eV

---

no.,F_max (eV Å⁻¹)
1,1.4
2,2.6
3,2.2
4,3.6